(1)
C2H5ClO2 | ωB97M-V/def2-TZVPD

The LUMO energy comes out at 0.78 eV. The gap between HOMO and LUMO comes out at 10.78 eV. For the total energy, the calculation gives -18769.990 eV. As for the HOMO energy: -9.998 eV. The net charge is 0. The energy above the lowest of the compared OMol25 structures with the same formula, charge and spin is 221.3 kJ/mol.

Last column: natural (NBO) charge in e.
Positions of all 10 atoms, in Å:
C -1.244 0.832 0.144  -0.291
C 0.804 -0.173 -0.496  0.371
O 0.775 -1.714 0.598  -0.890
O -0.395 0.184 -0.830  -0.478
Cl 1.704 0.897 0.484  0.007
H -0.656 1.797 0.349  0.201
H -1.211 0.295 1.183  0.221
H -2.243 0.934 -0.324  0.219
H 1.435 -0.589 -1.211  0.195
H 1.028 -2.463 0.103  0.446

Cartesian forces (eV/Å) of the 6 atoms listed first:
C 1.771 0.767 1.964
C -0.130 -2.966 3.102
O -0.762 4.267 -0.268
O -0.966 -0.698 -0.478
Cl 0.513 0.563 0.677
H -1.707 -0.842 -0.302



(2)
C2H5ClOS | ωB97M-V/def2-TZVPD

The LUMO energy (alpha / beta) comes out at -1.83 / -1.83 eV. The gap between HOMO and LUMO (alpha / beta) comes out at 7.30 / 7.31 eV. For the total energy, the calculation gives -27556.059 eV. As for the HOMO energy (alpha / beta): -9.135 / -9.145 eV. The net charge is 0. The energy above the lowest of the compared OMol25 structures with the same formula, charge and spin is 372.8 kJ/mol.

Last column: natural (NBO) charge in e.
Positions of all 10 atoms, in Å:
C -1.156 1.031 0.158  -0.727
C 1.203 0.153 0.476  -0.334
O -0.087 -1.855 -0.609  -1.052
S 0.550 1.476 -0.457  0.430
Cl 2.866 -0.107 0.364  0.108
H -1.723 1.827 -0.298  0.222
H -1.297 1.142 1.266  0.233
H -1.382 -0.037 -0.042  0.294
H 0.721 -0.996 0.147  0.370
H 0.306 -2.634 -1.006  0.456

Cartesian forces (eV/Å) of the 6 atoms listed first:
C 0.186 0.240 0.847
C 0.306 0.658 -2.738
O 0.781 1.737 1.230
S -0.174 -2.191 2.746
Cl 0.657 0.534 0.261
H -0.879 -0.372 -0.378



(3)
C2H5ClOS | ωB97M-V/def2-TZVPD

The LUMO energy comes out at 0.67 eV. The gap between HOMO and LUMO comes out at 9.97 eV. For the total energy, the calculation gives -27558.902 eV. As for the HOMO energy: -9.297 eV. Its structure (SMILES) is O[C@H]1CS1.Cl. The net charge is 0. The energy above the lowest of the compared OMol25 structures with the same formula, charge and spin is 98.5 kJ/mol.

Last column: natural (NBO) charge in e.
Positions of all 10 atoms, in Å:
O 2.228 0.780 -0.686  -0.679
C 1.456 -0.025 0.060  0.001
C -0.065 0.458 0.273  -0.529
S 0.203 -1.129 -0.589  0.077
H 1.698 1.235 -1.313  0.472
H 2.072 -0.340 1.016  0.213
H -0.391 1.259 -0.294  0.208
H -0.547 0.251 1.277  0.235
Cl -3.722 -0.850 0.428  -0.266
H -2.932 -1.638 -0.172  0.267

Cartesian forces (eV/Å) of the 6 atoms listed first:
O 1.674 -0.208 -0.216
C -1.780 0.374 3.678
C 2.081 -3.506 2.537
S 0.160 0.057 -0.509
H -0.690 0.646 -1.069
H -1.572 0.368 -2.074



Record order is preserved below.
F_max: 4.34, 3.52, 4.80 eV/Å